Record 1
Molecular formula: C4H9PS
Method: DFT, ωB97M-V/def2-TZVPD

## Properties
SMILES = S=[PH]1CCCC1
orbital gap = 9.4 eV
relative energy (zero: lowest compared OMol25 entry of this formula, charge and spin) = 90.6 kJ/mol
LUMO = 0.85 eV
largest force on an atom = 6.05 eV Å⁻¹

Cartesian coordinates (Å):
C  1.1102  -0.6582  0.6830
C  1.1628  0.6132  -0.1637
C  -0.3010  -1.4212  -0.1761
C  -0.2052  1.3309  0.0047
P  -1.4287  0.0871  -0.3071
S  -2.9390  -0.0976  0.8842
H  1.8561  -1.3711  0.5757
H  0.4961  -0.5869  1.5569
H  1.9683  1.3605  0.0685
H  1.3349  0.3079  -1.2596
H  0.0013  -1.7650  -1.1398
H  -0.9575  -2.1395  0.4320
H  -0.2324  1.6825  1.0175
H  -0.3465  2.2049  -0.5623
H  -1.5194  0.4526  -1.6140

natural (NBO) charges in e:
1. C -0.37
2. C -0.41
3. C -0.72
4. C -0.77
5. P 1.08
6. S -0.58
7. H 0.22
8. H 0.22
9. H 0.23
10. H 0.20
11. H 0.22
12. H 0.26
13. H 0.24
14. H 0.24
15. H -0.06

=====

Record 2
Molecular formula: C4H9S
Method: DFT, ωB97M-V/def2-TZVPD

## Properties
total charge = -1
orbital gap = 4.8 eV
relative energy (zero: lowest compared OMol25 entry of this formula, charge and spin) = 206.2 kJ/mol
LUMO = 2.91 eV
largest force on an atom = 6.98 eV Å⁻¹

Cartesian coordinates (Å):
C  -3.7420  -1.1239  -2.1247
S  -3.6858  -2.0768  -3.5814
H  -3.7196  -1.8068  -1.2367
H  -2.7698  -0.4676  -1.8268
H  -4.5180  -0.4624  -1.9051
C  2.5631  -0.1892  1.6115
C  2.0758  1.2422  1.4737
C  1.1342  1.4073  0.5442
H  1.8242  -1.0324  1.7898
H  3.1412  -0.4575  0.6795
H  3.1774  -0.1886  2.5506
H  2.5819  1.9798  1.9752
H  1.0539  2.5081  0.1305
H  0.8837  0.6676  -0.0803

natural (NBO) charges in e:
1. C -0.75
2. S -0.69
3. H 0.16
4. H 0.12
5. H 0.16
6. C -0.67
7. C -0.18
8. C -0.37
9. H 0.23
10. H 0.22
11. H 0.20
12. H 0.19
13. H 0.18
14. H 0.19

=====

Record 3
Molecular formula: C4HBrCrF12O13S4
Method: DFT, ωB97M-V/def2-TZVPD

## Properties
total charge = -4
spin multiplicity = 5
orbital gap (alpha / beta) = 3.5 / 5.1 eV
relative energy (zero: lowest compared OMol25 entry of this formula, charge and spin) = 78.1 kJ/mol
LUMO (alpha / beta) = 8.60 / 8.59 eV
largest force on an atom = 5.39 eV Å⁻¹

Cartesian coordinates (Å):
Cr  -0.6314  0.9328  0.5482
Br  -2.4054  1.5152  2.5733
O  -0.2703  2.9350  0.1977
H  0.0859  3.0461  1.1007
C  2.6384  2.2968  3.5126
F  2.8393  3.1905  2.5547
F  3.7419  2.2900  4.2854
F  1.5603  2.7463  4.1986
S  2.0886  0.5529  2.8850
O  3.3261  -0.1168  2.4533
O  1.4758  -0.1242  4.0560
O  1.1780  0.8004  1.8250
C  1.1400  -2.8068  1.1148
F  1.6864  -2.2562  2.1684
F  1.6556  -2.2690  -0.0275
F  1.4481  -4.1520  1.0920
S  -0.7489  -2.5313  1.2018
O  -0.9161  -1.0544  1.1899
O  -1.4404  -3.1367  0.0355
O  -1.1932  -2.9856  2.5349
C  1.0003  -1.0700  -3.1865
F  0.1379  -1.7497  -2.5746
F  2.0330  -1.8397  -3.3652
F  0.6015  -0.6449  -4.3874
S  1.6149  0.4913  -2.1982
O  0.8072  0.5661  -0.9800
O  3.0546  0.3039  -1.9502
O  1.4791  1.6645  -3.0800
C  -3.7647  0.9443  -3.0534
F  -4.0327  2.1769  -2.6939
F  -4.8202  0.2564  -3.5926
F  -2.7851  0.9966  -3.8892
S  -3.2387  -0.1084  -1.3750
O  -2.9352  -1.4426  -1.8892
O  -2.0662  0.5938  -0.8510
O  -4.3442  -0.0113  -0.4338

natural (NBO) charges in e:
1. Cr 1.24
2. Br -0.85
3. O -1.16
4. H 0.41
5. C 0.70
6. F -0.33
7. F -0.35
8. F -0.34
9. S 2.33
10. O -1.01
11. O -0.98
12. O -0.96
13. C 0.74
14. F -0.29
15. F -0.32
16. F -0.37
17. S 2.28
18. O -0.98
19. O -0.96
20. O -0.98
21. C 0.74
22. F -0.27
23. F -0.34
24. F -0.35
25. S 2.28
26. O -0.97
27. O -1.01
28. O -1.01
29. C 0.73
30. F -0.33
31. F -0.37
32. F -0.32
33. S 2.30
34. O -0.97
35. O -0.99
36. O -0.97

=====

Record 4
Molecular formula: C4HBrIO3
Method: DFT, ωB97M-V/def2-TZVPD

## Properties
total charge = -1
orbital gap = 7.7 eV
relative energy (zero: lowest compared OMol25 entry of this formula, charge and spin) = 0.0 kJ/mol
LUMO = 2.69 eV
largest force on an atom = 5.12 eV Å⁻¹

Cartesian coordinates (Å):
C  1.7855  1.5340  -0.1577
C  0.5583  1.4339  0.5404
C  1.7688  0.7302  -1.3882
C  -0.4285  0.5094  -0.0686
O  -1.6151  0.6726  -0.1240
O  2.7809  0.5209  -2.0229
O  0.5633  0.4329  -1.6914
Br  -0.0167  2.3216  2.0770
I  3.3795  2.6945  0.5188
H  -0.0629  -0.5025  -0.2072

natural (NBO) charges in e:
1. C -0.26
2. C -0.16
3. C 0.68
4. C 0.38
5. O -0.65
6. O -0.68
7. O -0.65
8. Br 0.08
9. I 0.13
10. H 0.13